This record from the Open Molecules 2025 dataset describes an isolated molecule of CH2N2O3S2 in a non-equilibrium geometry. The level of theory is wB97M-V/def2-TZVPD.

Computed properties:
Relative energy (zero: lowest compared OMol25 entry of this formula, charge and spin) (kJ/mol): 3.1
HOMO (Ha): -0.390
Calculated total energy (a.u.): -1170.8609
Net charge: 0
Spin multiplicity: 1

Cartesian coordinates (Å):
C: 0.398 0.815 -0.721
N: 0.710 1.027 0.612
N: 0.076 -0.520 -0.675
O: 0.382 1.566 -1.612
O: -1.105 -0.383 1.688
O: 1.148 -1.198 1.750
S: -0.660 -1.555 -1.805
S: 0.150 -0.441 1.071
H: 0.707 1.864 1.049
H: -1.807 -1.176 -1.357